Computed, not measured: a 4-piece molecular cluster, C52H38ClFN2O7 overall at a distorted geometry, with ωB97M-V/def2-TZVPD.

Atoms and positions in Å:
C  3.2649  3.3804  3.2605
C  4.2191  2.5114  2.4481
O  4.5931  3.1312  1.2278
C  3.7757  1.0749  2.2244
C  2.3618  0.8690  1.6801
Cl  2.3532  -0.7885  0.9243
C  2.0203  1.7365  0.5619
N  1.7846  2.3873  -0.3690
C  1.2644  0.8908  2.8049
C  1.1884  -0.4662  3.3752
N  1.1950  -1.5399  3.8258
C  -0.1671  1.2389  2.3176
C  -0.5328  2.6957  2.6255
C  -0.7458  3.5830  1.4271
F  -1.7425  2.6663  3.3071
H  3.1129  2.8857  4.2154
H  3.7930  4.2981  3.5035
H  2.3310  3.5949  2.7547
H  5.1351  2.4510  3.0401
H  4.6053  4.0686  1.4208
H  3.8388  0.5742  3.1875
H  4.4997  0.5836  1.5888
H  1.5254  1.5187  3.6462
H  -0.8382  0.6494  2.9279
H  -0.3529  0.9528  1.2887
H  0.1720  3.1748  3.3003
H  -1.5501  3.2476  0.7829
H  0.1561  3.7239  0.8433
H  -1.0257  4.5635  1.8026
C  -1.8533  -2.1763  3.8540
C  -2.0858  -3.3835  4.5079
C  -3.3640  -3.9109  4.5687
C  -4.4240  -3.2295  3.9840
C  -4.1985  -2.0085  3.3465
C  -2.9111  -1.4918  3.2754
C  -5.3252  -1.2383  2.7521
O  -5.1281  -0.1794  2.1933
C  -6.7011  -1.7958  2.8676
C  -7.7743  -1.0681  2.3694
C  -9.0572  -1.5799  2.4582
C  -9.2737  -2.8260  3.0378
C  -8.2087  -3.5532  3.5405
C  -6.9209  -3.0382  3.4658
C  -5.7900  -3.8181  4.0413
O  -5.9788  -4.9039  4.5487
H  -0.8379  -1.7812  3.8059
H  -1.2626  -3.9140  4.9692
H  -3.5422  -4.8509  5.0721
H  -2.7449  -0.5527  2.7678
H  -7.6041  -0.1016  1.9162
H  -9.8923  -1.0095  2.0738
H  -10.2765  -3.2272  3.1000
H  -8.3751  -4.5197  3.9951
C  5.4293  5.9024  -2.1833
C  4.5104  4.9179  -1.8319
C  3.4781  4.5909  -2.6920
C  3.3527  5.2542  -3.9069
C  4.2616  6.2588  -4.2498
C  5.3050  6.5721  -3.3882
C  4.1187  7.0150  -5.5242
O  4.9106  7.8844  -5.8244
C  2.9751  6.6839  -6.4184
C  2.7909  7.4142  -7.5858
C  1.7399  7.1094  -8.4332
C  0.8721  6.0671  -8.1229
C  1.0479  5.3394  -6.9587
C  2.0932  5.6499  -6.0982
C  2.2482  4.8791  -4.8328
O  1.4901  3.9723  -4.5622
H  6.2418  6.1495  -1.5122
H  4.6004  4.4004  -0.8880
H  2.7699  3.8204  -2.4188
H  6.0146  7.3406  -3.6611
H  3.4679  8.2215  -7.8272
H  1.5953  7.6824  -9.3394
H  0.0553  5.8260  -8.7901
H  0.3723  4.5321  -6.7134
C  2.0508  -5.0422  2.1607
C  0.9376  -4.2094  2.2244
C  -0.0165  -4.2492  1.2213
C  0.1426  -5.1124  0.1447
C  1.2717  -5.9319  0.0703
C  2.2183  -5.9005  1.0870
C  1.4855  -6.8306  -1.0967
O  2.4635  -7.5466  -1.1607
C  0.4732  -6.8240  -2.1891
C  0.6804  -7.6137  -3.3129
C  -0.2577  -7.6279  -4.3305
C  -1.4126  -6.8592  -4.2266
C  -1.6220  -6.0665  -3.1115
C  -0.6773  -6.0386  -2.0936
C  -0.9013  -5.1550  -0.9159
O  -1.9074  -4.4828  -0.8258
H  2.7912  -5.0155  2.9496
H  0.8141  -3.5317  3.0558
H  -0.8854  -3.6063  1.2720
H  3.0851  -6.5444  1.0335
H  1.5767  -8.2130  -3.3907
H  -0.0920  -8.2399  -5.2071
H  -2.1479  -6.8770  -5.0201
H  -2.5166  -5.4651  -3.0306

Output
HOMO = -9.596 eV
LUMO level = -0.84 eV
SMILES = C[C@H](O)C[C@](Cl)(C#N)[C@H](C#N)C[C@@H](C)F.O=C1c2ccccc2C(=O)c2ccccc21.O=C1c2ccccc2C(=O)c2ccccc21.O=C1c2ccccc2C(=O)c2ccccc21